Entry 1:
Molecular formula: C26H34N3O3S8Tc
Method: DFT, ωB97M-V with the def2-TZVPD basis set

Geometry as XYZ:
```
75
Properties=species:S:1:pos:R:3:forces:R:3
Tc 1.233482 1.116077 1.686127 -0.854 0.120 0.188
C -1.676030 -2.752618 -0.425588 0.017 0.057 0.023
C -0.476871 -3.211525 0.397424 0.061 0.007 0.016
S 0.035031 -2.185529 1.794617 -0.069 -0.143 -0.095
C -1.386522 -2.221417 2.907246 0.023 0.018 -0.012
C -2.600511 -1.352369 2.555118 -0.009 0.019 -0.001
S -2.137124 0.343170 2.102840 -0.072 -0.057 0.006
C -3.147824 0.658608 0.635571 0.013 0.054 0.032
C -3.170926 -0.376078 -0.486522 0.006 -0.048 -0.005
S -1.567238 -1.036484 -1.026188 -0.045 -0.042 0.005
H -2.587020 -2.851287 0.160124 -0.015 0.005 -0.017
H -1.780347 -3.419389 -1.283936 0.021 0.009 -0.021
H 0.414270 -3.231600 -0.235467 0.003 0.000 0.021
H -0.655496 -4.241389 0.721940 0.016 0.018 0.042
H -0.963811 -1.877601 3.853067 0.026 0.028 -0.015
H -1.710655 -3.255086 3.056263 0.015 -0.003 0.003
H -3.251072 -1.323295 3.431799 -0.017 0.012 -0.008
H -3.181858 -1.795380 1.748685 0.050 0.038 0.002
H -2.728733 1.593570 0.262940 0.009 0.023 0.007
H -4.183231 0.861384 0.922717 0.012 0.001 0.041
H -3.638083 0.090334 -1.355812 0.007 0.008 0.003
H -3.804975 -1.223556 -0.224409 0.014 -0.006 -0.014
S 1.940916 7.714690 1.720479 -0.047 0.022 -0.121
C 1.282221 6.366080 1.004037 0.106 0.004 0.198
S 1.328282 4.797927 1.771238 -0.110 0.212 -0.176
C 0.422190 4.131726 0.440208 0.005 0.182 0.035
N 0.131541 4.988271 -0.478153 -0.130 -0.084 -0.191
N 0.618166 6.242193 -0.172730 0.159 -0.193 0.187
C 0.327454 7.259833 -1.125648 -0.122 0.114 -0.064
C 1.240086 8.264805 -1.428308 -0.085 -0.151 0.047
C 0.910920 9.221359 -2.376742 0.028 0.019 0.000
C -0.311913 9.184549 -3.027854 -0.007 0.022 -0.017
C -1.212366 8.172085 -2.729506 -0.033 -0.038 0.001
C -0.900082 7.209449 -1.783992 0.152 0.079 0.053
S -0.089549 2.474982 0.307866 0.042 -0.118 -0.078
H 2.190516 8.297093 -0.924052 0.064 -0.011 0.064
H 1.627456 9.999906 -2.606883 -0.012 -0.001 -0.002
H -0.561511 9.937052 -3.765629 0.007 -0.011 0.009
H -2.169499 8.127000 -3.234311 0.013 0.007 0.002
H -1.588653 6.412189 -1.555392 -0.035 -0.065 0.029
O 1.281102 0.090296 3.548271 0.016 -0.131 0.054
S 1.293573 1.453812 4.253810 0.138 -0.053 -0.064
O 0.324993 2.187362 3.344616 -0.125 0.090 -0.052
O 0.907942 1.385976 5.630347 0.000 0.005 -0.018
S 3.035682 2.265220 3.796239 0.238 -0.023 0.026
C 3.329072 3.099350 -0.826666 0.007 -0.021 0.017
C 3.469588 1.857433 -1.712270 0.014 0.037 -0.024
C 2.153430 1.417863 -2.361235 0.037 0.030 -0.025
C 4.149531 0.707067 -1.000238 -0.072 -0.137 0.231
C 5.367987 0.254794 -1.486305 0.011 -0.013 -0.033
C 6.030436 -0.816348 -0.909070 0.035 -0.025 -0.011
C 5.476035 -1.465858 0.178541 0.036 -0.018 0.002
C 4.263860 -1.059101 0.722374 -0.141 0.322 -0.265
C 3.708637 -1.781594 1.926697 0.126 -0.029 0.019
C 3.666227 -3.295267 1.715607 -0.014 -0.035 -0.007
C 4.512765 -1.424932 3.178230 -0.036 0.015 0.048
C 3.605557 0.046106 0.127457 0.441 -0.193 -0.112
N 2.401991 0.469108 0.671663 0.247 -0.118 -0.001
H 2.785614 3.884428 -1.357626 0.012 -0.003 -0.015
H 4.312544 3.486073 -0.550872 -0.009 -0.015 0.007
H 2.786182 2.879887 0.091936 0.111 0.039 -0.107
H 4.145015 2.128892 -2.530889 -0.009 0.000 0.009
H 1.426366 1.092589 -1.623118 -0.058 -0.024 0.074
H 2.330984 0.595654 -3.059609 -0.001 0.015 0.017
H 1.710518 2.250088 -2.913143 0.008 -0.006 0.015
H 5.801511 0.756958 -2.344036 -0.007 -0.009 0.010
H 6.979309 -1.147070 -1.314651 -0.007 0.006 0.015
H 5.997368 -2.305842 0.624574 -0.018 0.046 -0.018
H 2.691017 -1.450589 2.090896 -0.165 0.107 0.034
H 4.668962 -3.731592 1.685569 -0.036 0.020 -0.013
H 3.155048 -3.553471 0.784679 0.009 0.000 0.021
H 3.123210 -3.762292 2.539050 0.007 -0.005 -0.003
H 5.554995 -1.743539 3.075380 -0.021 0.013 -0.002
H 4.083268 -1.921400 4.051060 0.013 -0.002 -0.006
H 4.486052 -0.350886 3.364747 0.002 0.005 -0.001
```
Forces are in eV/Å.

E = -127010.0404 eV
energy above the lowest of the compared OMol25 structures with the same formula, charge and spin = 1.076 eV
2S+1 = 2
M = 791.112 g/mol
HOMO energy (spin up / spin down) = -4.7 / -5.2 eV
net charge = -1
maximum force = 0.88 eV Å⁻¹
expectation value of S² = 0.769

Atom charges from the Mulliken analysis, given in e for atoms 1 to 8: number 1, Tc, carries 1.2266; number 2, C, carries -0.7359; number 3, C, carries -0.9267; number 4, S, carries 0.4963; number 5, C, carries -1.2589; number 6, C, carries -0.7534; number 7, S, carries 0.1404; number 8, C, carries -0.6155

=====

Entry 2:
Molecular formula: C26H34N8Y
Method: DFT, ωB97M-V with the def2-TZVPD basis set

Geometry as XYZ:
```
69
Properties=species:S:1:pos:R:3:forces:R:3
Y 0.633639 -0.434698 1.115218 -2.801 -0.515 -0.916
C -6.777055 0.334932 1.126490 -0.850 -0.622 0.347
C -5.302904 0.440575 0.931464 0.961 0.096 -0.009
C -4.707104 1.314727 0.022643 -1.098 0.471 -0.312
C -3.353529 1.420346 -0.138439 1.134 -1.760 1.709
C -2.426938 0.557916 0.542996 -3.025 -1.019 0.183
N -1.084075 0.684664 0.288195 2.134 -2.027 1.420
C -0.512047 1.766209 -0.381584 0.839 0.021 -0.685
C -0.622329 1.855746 -1.810260 0.734 0.182 0.900
C -0.131435 2.963109 -2.487953 0.170 -0.269 -0.254
C 0.544180 3.989003 -1.816272 -0.624 0.161 1.593
C 1.245454 5.111068 -2.544791 -0.308 0.633 -0.146
C 0.602932 3.916868 -0.390859 1.413 -0.945 -1.414
C 0.329573 2.710853 0.288452 -0.954 1.069 -0.472
N 0.866602 2.576624 1.643309 0.070 0.867 1.588
C 1.139971 3.589252 2.579845 0.143 -2.251 -0.866
C 1.829277 3.010359 3.652472 -0.156 -0.048 -0.690
C 1.992373 1.668535 3.312554 -1.159 0.165 -1.619
N 1.380988 1.360107 2.109508 0.996 3.461 1.612
C -3.056923 -0.493932 1.403578 0.639 3.540 -1.046
C -4.432793 -0.342171 1.683997 0.294 -1.270 -0.646
N -2.309483 -1.420790 2.180950 1.819 -1.971 1.041
C -2.740062 -2.601071 2.739249 0.353 1.059 -0.155
C -1.744450 -3.166756 3.506414 0.883 0.579 0.705
C -0.682424 -2.222410 3.471748 -1.881 -0.972 -1.988
N -0.962732 -1.261572 2.564517 -1.458 0.580 0.426
H -7.239207 1.270138 1.499330 0.272 -0.512 -0.219
H -6.942999 -0.478959 1.861789 -0.217 0.635 -0.249
H -7.327689 0.006196 0.214950 0.546 0.430 0.441
H -5.371464 1.954577 -0.569203 0.334 -0.133 0.187
H -2.895958 2.148264 -0.744339 0.051 0.847 -0.829
H -0.939604 0.950563 -2.351904 -0.562 0.736 0.360
H -0.251338 3.024745 -3.571720 0.224 -0.098 0.242
H 1.592542 4.720331 -3.526477 -0.154 0.495 0.611
H 2.119958 5.492521 -1.956695 -0.794 -0.342 -0.606
H 0.538871 5.975411 -2.726816 0.799 -0.886 0.111
H 1.140900 4.721901 0.093768 0.075 -0.124 0.183
H 0.908580 4.630604 2.414606 -0.282 -0.164 -0.124
H 2.187054 3.516572 4.549690 -0.137 -0.212 -0.441
H 2.521273 0.881035 3.805763 0.104 -0.177 0.469
H -4.878964 -1.026237 2.400481 0.086 0.127 0.089
H -3.751810 -2.927081 2.661067 -0.398 -0.133 -0.386
H -1.780101 -4.112957 4.057069 -0.113 0.682 -0.185
H 0.274609 -2.228492 3.922473 0.747 -0.185 0.486
N 2.226983 -1.895381 -4.144142 -1.045 -0.680 -0.425
C 2.118826 -1.934806 -2.616395 0.157 0.631 -0.542
C 3.428901 -1.412935 -2.027142 0.489 -0.116 -0.639
C 3.537267 -1.632157 -0.524667 0.668 0.162 0.669
N 2.821730 -0.523609 0.229710 1.162 -0.357 -0.336
C 3.092717 -3.041582 -0.075585 0.310 0.334 -0.576
C 1.729922 -3.446045 -0.666433 1.191 -0.376 0.588
N 0.635323 -2.617593 -0.130983 -1.751 -0.886 -0.479
C 1.797542 -3.346097 -2.193433 -0.332 -1.337 -0.418
H 2.066555 -0.986371 -4.575388 -0.045 0.345 0.197
H 1.536637 -2.540051 -4.583616 0.255 0.437 0.348
H 3.117582 -2.212460 -4.501825 0.728 -0.220 0.086
H 1.317515 -1.233103 -2.387513 -0.224 -0.073 -0.002
H 3.592825 -0.348664 -2.304380 -0.107 -0.558 0.235
H 4.256309 -1.983360 -2.497685 -0.284 0.237 0.246
H 4.611803 -1.623727 -0.247741 -0.513 0.495 -0.293
H 3.052512 0.408681 -0.144384 0.145 -0.492 -0.019
H 3.254250 -0.508208 1.155814 0.251 0.138 -0.043
H 3.179742 -3.101504 1.034813 -0.311 -0.201 -0.730
H 3.843823 -3.743728 -0.514072 -0.447 0.408 0.600
H 1.573169 -4.477463 -0.349106 -0.118 -0.113 -0.426
H 0.175936 -3.215442 0.595837 0.166 0.684 -0.652
H -0.059188 -2.620151 -0.921464 0.284 0.266 1.305
H 0.877294 -3.778993 -2.690033 0.607 0.754 0.623
H 2.590641 -4.031888 -2.547489 -0.088 0.316 0.230
```
Forces are in eV/Å.

E = -40454.2977 eV
M = 547.520 g/mol
HOMO energy = -14.3 eV
net charge = +3
maximum force = 3.95 eV Å⁻¹

Atom charges from the Mulliken analysis, given in e for atoms 1 to 8: number 1, Y, carries 1.7550; number 2, C, carries -1.3828; number 3, C, carries 0.4153; number 4, C, carries -0.8193; number 5, C, carries -0.7055; number 6, C, carries 0.7714; number 7, N, carries 0.0954; number 8, C, carries -0.3464

=====

Entry 3:
Molecular formula: C26H35BrCrN11O3S
Method: DFT, ωB97M-V with the def2-TZVPD basis set

Geometry as XYZ:
```
78
Properties=species:S:1:pos:R:3:forces:R:3
Cr 0.108948 -0.866888 1.127643 -0.082 0.411 -0.475
N 0.523298 1.501874 3.634172 -0.072 -0.043 -0.043
C -0.035416 0.364912 4.076033 0.124 -0.044 -0.080
N -0.213776 0.258148 5.386586 -0.012 -0.008 -0.050
C -0.788719 -0.865586 5.799611 -0.019 -0.021 0.095
N -0.949974 -1.043043 7.111277 -0.029 -0.035 -0.024
N -1.240797 -1.849577 4.986933 -0.020 0.012 0.160
C -0.986077 -1.666583 3.721835 0.027 -0.135 -0.238
N -0.343903 -0.613616 3.179179 -0.197 0.120 0.269
C -1.417652 -2.734889 2.773942 0.033 0.202 0.157
C -2.129642 -3.833025 3.213535 -0.010 -0.033 0.114
C -2.470706 -4.813704 2.295777 -0.029 0.000 0.048
C -2.066363 -4.660240 0.982904 0.009 -0.031 -0.059
C -1.360820 -3.524485 0.625776 0.046 0.035 -0.074
N -1.054150 -2.562083 1.496768 -0.227 -0.422 0.070
H 0.620605 2.227541 4.325127 0.010 0.010 0.003
H 0.369439 1.793547 2.680328 0.038 0.019 0.006
H -0.651565 -0.328230 7.750015 0.007 0.009 0.004
H -1.405368 -1.872410 7.446522 -0.002 -0.002 0.007
H -2.385861 -3.896094 4.260849 -0.028 -0.035 -0.033
H -3.033854 -5.685915 2.602151 0.028 0.030 0.010
H -2.287351 -5.407469 0.233177 0.002 0.028 0.016
H -1.016776 -3.383015 -0.386581 -0.012 0.055 -0.041
C -0.766415 5.755628 -0.120276 0.026 -0.038 0.005
C -0.227139 4.566952 -0.903087 -0.118 0.011 0.067
N -1.289545 3.646837 -1.301183 0.114 0.034 0.076
C -1.570483 2.460438 -0.749274 0.004 0.138 -0.009
S -0.675487 1.832535 0.569681 -0.007 0.011 0.011
N -2.599425 1.775203 -1.243364 0.004 -0.130 0.021
C -3.434402 2.173811 -2.370032 0.008 0.017 0.051
C -4.532405 3.159466 -1.984622 0.035 -0.017 0.018
H 0.055143 6.397487 0.201212 -0.030 -0.008 -0.025
H -1.304295 5.414196 0.764947 0.014 0.006 -0.004
H -1.444082 6.358954 -0.727305 0.004 -0.023 0.016
H 0.482518 4.003817 -0.304900 0.019 -0.042 -0.005
H 0.281170 4.896117 -1.809425 0.020 0.005 -0.023
H -1.926874 3.992839 -1.999534 -0.007 -0.020 -0.047
H -2.695620 0.834028 -0.881169 -0.013 -0.064 0.002
H -3.875569 1.259520 -2.762842 -0.014 -0.011 -0.013
H -2.805880 2.577244 -3.168733 0.030 -0.014 -0.033
H -5.209306 2.708563 -1.259835 0.005 0.012 -0.003
H -5.108670 3.447621 -2.864062 0.013 -0.010 0.015
H -4.120218 4.064785 -1.534833 -0.032 -0.003 -0.010
C 1.201658 -3.804489 -3.212345 -0.020 0.083 -0.030
C 1.985364 -2.587832 -3.697227 0.000 0.006 0.019
C 1.457263 -1.238428 -3.156680 -0.069 -0.173 -0.027
C 2.401895 -0.097146 -3.570293 -0.067 0.125 0.039
C 1.917556 1.274776 -3.101304 0.022 -0.063 0.005
C 0.106954 -0.996129 -3.792313 -0.043 0.112 -0.019
O -0.048284 -0.834806 -4.979591 0.000 -0.058 0.052
N -0.974299 -0.970701 -2.935110 0.173 -0.059 -0.066
C -0.931671 -1.064715 -1.556257 0.131 0.040 0.025
O -1.997440 -1.028952 -0.940377 0.039 0.051 0.123
N 0.268223 -1.183861 -0.919196 -0.097 -0.167 -0.251
C 1.442392 -1.310597 -1.631065 -0.096 0.229 -0.002
O 2.507664 -1.453869 -1.061264 -0.003 -0.141 0.186
H 1.610661 -4.716611 -3.646149 -0.008 0.011 0.009
H 0.149247 -3.747556 -3.506784 0.032 -0.006 0.019
H 1.255939 -3.904050 -2.125143 -0.006 0.001 -0.007
H 1.950947 -2.530174 -4.785303 0.041 0.009 -0.024
H 3.029392 -2.668172 -3.393632 0.001 -0.008 0.016
H 2.492724 -0.115378 -4.656561 -0.006 -0.004 -0.005
H 3.376658 -0.319946 -3.138533 0.030 -0.005 -0.018
H 0.951705 1.528844 -3.547108 0.023 0.000 0.018
H 2.625944 2.052436 -3.388830 -0.013 -0.013 0.004
H 1.809715 1.306203 -2.011347 -0.010 0.002 -0.053
H -1.887836 -0.881405 -3.354669 -0.047 0.001 0.017
Br 2.307732 -2.707735 2.399556 0.036 0.005 0.020
C 2.986010 -1.008088 1.920113 -0.101 0.006 -0.037
C 4.333995 -0.770480 2.096874 0.061 -0.023 0.005
C 4.832620 0.452229 1.687019 0.042 -0.001 0.012
C 3.966340 1.370046 1.117229 -0.015 0.028 -0.029
C 2.634093 1.036776 0.989366 -0.057 -0.005 -0.060
N 2.127282 -0.137474 1.397932 0.432 0.079 0.058
H 4.965976 -1.532805 2.526390 0.004 0.008 0.004
H 5.885475 0.676208 1.801457 -0.028 -0.006 -0.001
H 4.313269 2.331645 0.766107 -0.007 -0.018 0.002
H 1.928314 1.716995 0.530100 -0.033 -0.019 0.045
```
Forces are in eV/Å.

E = -159365.6326 eV
energy above the lowest of the compared OMol25 structures with the same formula, charge and spin = 0.042 eV
2S+1 = 5
M = 713.607 g/mol
HOMO energy (spin up / spin down) = -10.5 / -11.2 eV
net charge = +1
maximum force = 0.63 eV Å⁻¹
expectation value of S² = 6.012

Atom charges from the Mulliken analysis, given in e for atoms 1 to 8: number 1, Cr, carries 0.1672; number 2, N, carries -0.0983; number 3, C, carries 0.2852; number 4, N, carries -0.7217; number 5, C, carries 0.3571; number 6, N, carries -0.3289; number 7, N, carries -0.6449; number 8, C, carries -0.3028